# C12H30BF4N2O4Rb

C12H30BF4N2O4Rb as an isolated structure at a distorted geometry (ωB97M-V/def2-TZVPD, the Open Molecules 2025 dataset).

Summary:
Energy above the lowest of the compared OMol25 structures with the same formula, charge and spin in kJ/mol: 295.0
Kohn-Sham gap in eV: 9.221
HOMO energy in eV: -9.426

```
! RIJCOSX wB97M-V def2-TZVPD def2/J DEFGRID3
* xyz 0 1
Rb 2.35 7.06 20.33
F 2.47 8.06 23.13
F 2.58 5.89 23.51
F 4.24 6.97 22.54
F 3.81 7.37 24.68
O -0.65 10.68 21.75
O 3.22 11.12 15.19
O -1.05 7.12 24.48
O 0.21 5.46 16.61
N 0.11 7.46 21.87
N 2.09 8.46 17.56
C -0.49 9.64 20.76
C 0.42 10.94 22.63
C 3.19 9.10 16.78
C -2.03 7.89 25.15
C -1.48 6.27 23.47
C -0.91 8.29 21.25
C -0.41 6.16 22.42
C 1.59 7.42 16.67
C 2.70 9.92 15.51
C 2.69 11.87 14.09
C 0.88 4.14 16.60
C 0.76 6.40 17.48
B 3.30 7.04 23.49
H 0.43 9.66 20.17
H 3.87 8.30 16.51
H 0.45 3.42 15.90
H 2.56 11.24 13.21
H 0.80 3.66 17.57
H -2.47 6.55 23.11
H -2.83 7.21 25.42
H -1.16 9.95 19.96
H 1.61 9.99 15.57
H -1.79 8.46 21.86
H 2.95 9.31 14.64
H 1.51 5.98 18.16
H 0.93 7.84 15.90
H 0.54 7.83 22.71
H 0.39 5.51 22.77
H -0.03 6.88 18.06
H 1.95 4.17 16.39
H 0.30 11.83 23.23
H 3.74 9.85 17.35
H 1.69 12.22 14.33
H -0.82 5.65 21.54
H -1.80 8.48 26.04
H -1.39 7.76 20.43
H 3.41 12.69 14.10
H 2.43 7.00 16.12
H 1.36 9.14 17.69
H 1.29 10.79 21.99
H -2.33 8.57 24.36
H -1.68 5.29 23.91
H 0.61 10.21 23.42
*
```

Here are the Mulliken charges for atoms 1 to 4, given in e: atom 1 (Rb): 0.828, atom 2 (F): -0.246, atom 3 (F): -0.361, atom 4 (F): -0.382

# C12H30BeCl2FN2O10

C12H30BeCl2FN2O10 as an isolated structure at a distorted geometry (ωB97M-V/def2-TZVPD, the Open Molecules 2025 dataset).

Summary:
Kohn-Sham gap in eV: 4.522
HOMO energy in eV: -10.901

```
! RIJCOSX wB97M-V def2-TZVPD def2/J DEFGRID3
* xyz 1 1
Cl -1.94 -4.69 6.28
Cl -2.71 4.01 -1.58
F -0.95 -1.39 -0.35
O -0.09 -0.05 1.37
O -3.27 -4.96 5.76
O -1.14 -4.08 5.24
O 4.20 -1.40 -4.92
O 0.36 1.11 -3.69
O -3.54 -0.50 4.28
O -0.18 2.84 0.53
O -1.33 -5.92 6.72
O -2.06 -3.77 7.41
O 2.85 2.69 -1.18
N -1.46 2.39 0.45
N -0.41 0.22 -5.56
C -0.82 -0.13 0.36
C -1.37 -1.20 3.79
C -1.49 -0.78 -5.69
C 4.54 1.29 0.15
C 0.36 3.22 -0.77
C 0.38 0.10 -4.35
C -2.42 -0.94 4.87
C -1.64 1.09 -0.28
C 1.51 2.11 -1.12
C 3.76 1.53 -1.25
C 1.17 -1.13 -4.04
C -1.91 0.17 5.81
Be -3.99 -2.01 6.19
H 4.34 2.11 0.93
H -1.38 1.14 -1.39
H 4.21 0.27 0.57
H -2.77 0.84 -0.20
H 4.46 -0.81 -5.64
H -2.14 3.13 0.09
H 3.17 0.56 -1.49
H -1.76 2.21 1.44
H -2.01 -0.58 -6.63
H -2.17 -0.67 -4.85
H 0.90 -1.95 -4.71
H 0.85 4.26 -0.78
H 1.53 1.33 -0.26
H -1.06 -1.78 -5.72
H 1.24 1.51 -2.07
H -2.63 0.37 6.62
H -0.38 3.19 -1.63
H 0.24 0.15 -6.35
H -1.68 -1.99 3.11
H -2.46 -1.86 5.49
H 0.97 -1.44 -3.02
H 5.66 1.21 -0.12
H -1.16 -0.30 3.19
H 4.46 1.71 -2.14
H -0.77 1.18 -5.50
H -0.42 -1.51 4.24
H -0.97 -0.13 6.29
H 4.79 -2.16 -5.02
H 2.24 -0.92 -4.18
H -1.73 1.11 5.28
*
```

Here are the natural (NBO) charges for atoms 1 to 4, given in e: atom 1 (Cl): 2.513, atom 2 (Cl): -0.828, atom 3 (F): -0.356, atom 4 (O): -0.495

# C12H30Cl2NNbP

C12H30Cl2NNbP as an isolated structure at a distorted geometry (ωB97M-V/def2-TZVPD, the Open Molecules 2025 dataset).

Summary:
Energy above the lowest of the compared OMol25 structures with the same formula, charge and spin in kJ/mol: 0.0
Kohn-Sham gap in eV: 6.704
HOMO energy in eV: -3.787

```
! RIJCOSX wB97M-V def2-TZVPD def2/J DEFGRID3
* xyz -1 1
Nb -0.14 -0.99 1.49
Cl 2.80 1.47 -0.10
Cl -3.50 1.27 0.81
P -1.85 -0.80 3.52
N -1.69 -1.66 4.84
C -1.18 -2.39 0.10
C -0.30 -1.34 -2.06
C -0.77 1.11 0.88
C 3.00 0.18 1.19
C 2.00 -0.93 0.94
C -1.54 -1.71 -1.24
C -1.90 2.01 1.31
C -0.61 -0.61 -3.36
C 4.46 -0.26 1.24
C 0.60 0.14 -3.93
C -1.85 3.42 0.75
C 0.60 1.64 -3.62
H 1.51 -0.30 -3.50
H -2.50 -2.22 5.05
H 0.35 -0.69 -1.45
H 1.27 2.19 -4.28
H 2.73 0.71 2.11
H 0.68 0.00 -5.01
H -1.42 0.09 -3.17
H 2.03 -1.19 -0.13
H -2.08 0.58 3.79
H -2.19 -2.35 -1.84
H 0.91 1.83 -2.59
H -1.76 3.42 -0.34
H 0.28 -2.25 -2.26
H 4.79 -0.32 2.28
H -0.74 1.09 -0.22
H -0.97 3.93 1.16
H -0.57 -3.30 -0.07
H 5.13 0.43 0.72
H -1.96 2.04 2.40
H -3.11 -1.01 2.87
H -2.12 -0.80 -1.04
H 0.16 1.62 1.20
H -0.40 2.07 -3.73
H 2.34 -1.82 1.50
H 0.72 -0.45 3.04
H -0.99 -1.32 -4.11
H -2.74 4.00 1.02
H 4.57 -1.25 0.80
H -2.08 -2.76 0.60
H 0.01 -2.53 2.44
*
```

Here are the natural (NBO) charges for atoms 1 to 4, given in e: atom 1 (Nb): 1.155, atom 2 (Cl): -0.147, atom 3 (Cl): -0.141, atom 4 (P): 0.931

# C12H30ClF6NO13S2Y

C12H30ClF6NO13S2Y as an isolated structure at a distorted geometry (ωB97M-V/def2-TZVPD, the Open Molecules 2025 dataset).

Summary:
Energy above the lowest of the compared OMol25 structures with the same formula, charge and spin in kJ/mol: 0.0
Kohn-Sham gap in eV: 8.766
HOMO energy in eV: -12.063

```
! RIJCOSX wB97M-V def2-TZVPD def2/J DEFGRID3
* xyz 1 1
Y 0.24 -0.10 -0.26
Cl 1.24 -3.77 -1.09
S -3.39 -0.14 -1.39
S -1.32 -0.84 -2.89
F -3.70 -2.59 -0.45
F -1.92 0.29 -5.26
F -3.70 -1.10 1.07
F -2.73 1.43 -3.61
F -5.40 -1.31 -0.24
F -0.61 1.41 -3.99
O 2.46 0.43 -1.32
O 0.13 -0.77 -2.76
O -0.98 -1.35 1.29
O -0.04 -4.16 -1.59
O -0.62 1.45 1.55
O 2.23 -3.71 -2.12
O 1.63 -4.63 0.00
O 1.85 -0.20 1.55
O 1.10 -2.42 -0.55
O -1.84 -2.07 -3.39
O -4.05 -0.51 -2.62
O 0.05 2.10 -1.28
O -3.78 1.15 -0.88
N -1.76 -0.36 -1.24
C -1.83 1.53 2.34
C 3.69 -0.37 -1.24
C -2.46 2.92 2.29
C -0.86 -1.83 2.65
C 4.03 -0.63 2.62
C -0.82 -3.35 2.68
C -1.01 3.08 -1.12
C 2.75 -1.24 2.10
C -0.82 4.19 -2.15
C -1.74 0.68 -4.02
C -4.10 -1.38 -0.19
C 4.88 0.56 -0.98
H 4.65 -0.17 1.86
H 3.73 -0.83 -2.23
H 1.57 0.28 2.35
H 0.08 -1.48 3.07
H -1.84 3.66 2.81
H -1.67 4.86 -2.17
H 4.65 -1.43 3.03
H -0.57 -3.63 3.71
H -0.77 3.58 -0.18
H 2.74 1.27 -1.70
H -1.94 -1.27 1.17
H -1.58 1.23 3.36
H 5.80 -0.01 -0.91
H 2.93 -1.92 1.28
H 0.13 4.73 -2.02
H -0.68 3.80 -3.17
H 0.55 2.32 -2.08
H -2.54 3.30 1.28
H 3.65 -1.10 -0.44
H 4.95 1.32 -1.76
H 0.05 -3.64 2.09
H -0.09 2.23 1.77
H -1.62 -1.40 3.32
H -2.59 0.89 1.89
H 4.76 1.06 -0.02
H -3.50 2.85 2.60
H -2.02 2.69 -1.09
H -1.69 -3.91 2.34
H 3.85 0.06 3.45
H 2.18 -1.75 2.87
*
```

Here are the natural (NBO) charges for atoms 1 to 4, given in e: atom 1 (Y): 2.151, atom 2 (Cl): 2.573, atom 3 (S): 2.186, atom 4 (S): 2.131

# C12H30CsN2O4S

C12H30CsN2O4S as an isolated structure at a distorted geometry (ωB97M-V/def2-TZVPD, the Open Molecules 2025 dataset).

Summary:
Energy above the lowest of the compared OMol25 structures with the same formula, charge and spin in kJ/mol: 574.3
Kohn-Sham gap in eV: 1.824
HOMO energy in eV: -1.422

```
! RIJCOSX wB97M-V def2-TZVPD def2/J DEFGRID3
* xyz -1 1
Cs -1.22 -1.88 -1.24
S -5.86 -5.74 0.17
O -6.72 -4.85 0.95
O -4.67 -6.04 0.91
O -6.42 -7.05 0.09
O -5.53 -5.12 -1.13
N 2.28 -2.30 4.85
N -0.99 3.51 -4.49
C -0.38 4.48 -3.60
C 1.28 2.56 -5.21
C 3.07 -3.53 4.67
C -0.21 5.85 -4.19
C 3.03 -1.03 4.77
C 1.43 -2.34 6.07
C 3.42 -0.74 3.30
C -3.19 2.80 -5.26
C -0.01 3.24 -5.65
C -2.30 4.00 -4.96
C 2.20 -4.85 4.55
C -0.10 -2.15 5.74
H 1.60 -3.31 6.54
H 1.78 -5.15 5.51
H 0.66 5.84 -4.84
H -2.69 4.51 -4.08
H 2.67 -5.69 4.04
H -0.22 -2.86 4.93
H 3.85 0.26 3.25
H -0.18 -1.10 5.46
H -0.86 -2.32 6.51
H 3.95 -1.17 5.34
H 3.84 -3.58 5.44
H 1.93 3.34 -4.82
H 0.26 4.16 -6.15
H 1.20 1.84 -4.39
H -3.59 2.33 -4.36
H 4.27 -1.29 2.91
H -3.99 3.14 -5.93
H -1.09 6.14 -4.75
H 1.80 2.09 -6.04
H 3.57 -3.32 3.72
H -1.15 4.66 -2.84
H 0.00 6.56 -3.39
H 2.36 -0.23 5.08
H 0.51 4.22 -3.01
H -2.18 4.70 -5.79
H 1.74 -1.54 6.75
H 1.34 -4.64 3.91
H 2.55 -0.86 2.65
H -2.64 2.02 -5.78
H -0.43 2.41 -6.23
*
```

Here are the natural (NBO) charges for atoms 1 to 4, given in e: atom 1 (Cs): 0.735, atom 2 (S): 2.602, atom 3 (O): -1.095, atom 4 (O): -1.065

# C12H30F2NO16P3PtS2

C12H30F2NO16P3PtS2 as an isolated structure at a distorted geometry (ωB97M-V/def2-TZVPD, the Open Molecules 2025 dataset).

Summary:
Kohn-Sham gap (spin up / spin down) in eV: 6.363 / 5.965
HOMO energy (spin up / spin down) in eV: -4.238 / -5.013
⟨S²⟩: 3.763

```
! RIJCOSX wB97M-V def2-TZVPD def2/J DEFGRID3
* xyz -1 4
Pt -13.40 16.86 -31.55
S -13.83 19.78 -29.92
S -11.81 18.81 -29.32
P -13.87 18.74 -34.46
P -11.95 15.10 -32.19
P -16.84 16.81 -30.60
F -10.91 17.57 -29.90
F -15.14 19.36 -30.82
O -12.37 15.27 -30.73
O -14.13 18.17 -33.08
O -13.46 14.91 -32.56
O -15.19 18.68 -35.37
O -17.36 18.01 -31.59
O -11.64 16.58 -32.49
O -12.62 18.06 -35.33
O -13.61 20.34 -34.49
O -11.96 18.56 -27.89
O -10.96 19.86 -29.71
O -15.43 16.55 -30.80
O -14.53 19.77 -28.67
O -13.44 20.97 -30.65
O -17.83 15.50 -30.82
O -11.01 13.89 -32.04
O -17.11 17.40 -29.10
N -13.16 18.48 -30.28
C -15.04 18.66 -36.83
C -12.79 22.31 -33.68
C -18.32 18.68 -27.61
C -12.55 20.84 -33.68
C -17.57 18.71 -28.89
C -20.15 15.84 -30.27
C -11.93 16.29 -36.86
C -16.48 18.90 -37.37
C -18.88 18.25 -33.34
C -17.45 17.67 -32.94
C -18.81 15.18 -29.84
C -12.45 16.65 -35.47
H -14.65 17.66 -37.01
H -18.44 15.35 -28.83
H -14.36 19.41 -37.24
H -20.53 15.41 -31.19
H -18.92 18.33 -34.43
H -13.82 22.53 -33.43
H -17.77 18.07 -26.88
H -12.25 22.79 -32.86
H -19.75 17.73 -32.95
H -16.69 19.34 -28.75
H -16.73 18.30 -33.46
H -12.81 16.39 -37.50
H -19.90 16.89 -30.43
H -12.54 20.47 -32.65
H -11.67 16.37 -34.77
H -18.42 19.73 -27.37
H -16.93 19.88 -37.27
H -11.61 20.49 -34.10
H -18.18 19.10 -29.71
H -18.99 19.22 -32.84
H -13.38 16.14 -35.22
H -12.55 22.91 -34.55
H -20.98 15.63 -29.60
H -19.28 18.18 -27.75
H -11.10 16.92 -37.17
H -17.27 18.37 -36.83
H -16.72 18.47 -38.35
H -11.68 15.23 -36.85
H -18.75 14.10 -29.75
H -17.28 16.62 -33.15
*
```

Here are the natural (NBO) charges for atoms 1 to 4, given in e: atom 1 (Pt): 1.607, atom 2 (S): 2.423, atom 3 (S): 2.377, atom 4 (P): 2.599

# C12H30F6Li2N3O18S6

C12H30F6Li2N3O18S6 as an isolated structure at a distorted geometry (ωB97M-V/def2-TZVPD, the Open Molecules 2025 dataset).

Summary:
Kohn-Sham gap in eV: 7.967
HOMO energy in eV: -6.365

```
! RIJCOSX wB97M-V def2-TZVPD def2/J DEFGRID3
* xyz -1 1
S 3.33 1.55 2.60
S 1.11 -2.41 0.17
S 2.55 3.10 0.97
S -0.50 -1.03 -0.58
S -3.45 -3.90 1.15
S -2.17 -5.53 1.91
F 1.08 3.57 0.57
F -2.41 -6.91 2.78
F 2.25 -2.31 1.33
F 3.03 -0.04 2.87
F -5.07 -3.57 1.03
F -0.61 0.48 -1.08
O -2.19 1.19 -4.97
O 2.36 1.04 -1.90
O 3.25 3.23 -0.30
O -1.31 1.61 2.16
O 2.91 4.10 1.97
O 4.68 1.52 2.10
O -1.45 -5.95 0.71
O 4.07 -0.64 -0.02
O 1.80 -3.04 -0.92
O -3.94 0.67 -2.74
O 2.97 2.02 3.96
O -0.14 -0.71 3.58
O -1.46 -4.70 2.91
O -3.10 -3.89 -0.27
O 0.08 -3.29 0.73
O -1.62 -1.13 0.33
O -0.57 -1.74 -1.84
O -3.10 -2.76 1.97
N 2.13 1.67 1.34
N 0.81 -0.74 0.19
N -3.87 -5.25 1.83
C -1.49 1.43 -6.21
C 3.45 0.09 -2.33
C -1.83 2.85 1.64
C -1.32 1.52 3.60
C 1.69 1.60 -3.02
C 4.53 -0.10 -1.25
C 0.16 -1.88 4.34
C -3.35 1.95 -3.04
C -3.06 2.22 -4.60
C 5.10 -1.34 0.67
C -1.18 0.07 4.14
C -4.11 0.57 -1.35
Li 0.35 0.57 1.60
Li 2.38 0.29 -0.03
H -1.72 2.90 0.56
H 3.01 -0.88 -2.57
H -2.32 1.57 -6.90
H -2.71 3.24 -4.75
H -0.69 -2.56 4.41
H 0.85 2.23 -2.72
H -4.52 -0.42 -1.16
H -2.88 2.97 1.91
H -2.14 -0.40 3.93
H 5.34 -0.64 -1.75
H -3.94 2.05 -5.23
H 4.76 0.94 -1.01
H 0.92 -2.37 3.74
H -2.44 2.24 -2.52
H -0.56 2.17 4.04
H 5.92 -0.63 0.66
H -4.73 1.34 -0.92
H 4.00 0.54 -3.16
H -0.83 0.57 -6.32
H 1.26 0.95 -3.78
H 0.68 -1.71 5.28
H -3.13 0.57 -0.86
H 2.43 2.23 -3.52
H -2.26 1.94 3.98
H -4.04 2.70 -2.64
H -0.92 2.36 -6.15
H 4.80 -1.75 1.63
H -1.04 0.09 5.23
H 5.46 -2.14 0.01
H -1.34 3.79 1.87
*
```

Here are the Mulliken charges for atoms 1 to 4, given in e: atom 1 (S): 0.843, atom 2 (S): 0.383, atom 3 (S): 0.623, atom 4 (S): 0.583

# C12H30FeN4O6

C12H30FeN4O6 as an isolated structure at a distorted geometry (ωB97M-V/def2-TZVPD, the Open Molecules 2025 dataset).

Summary:
Kohn-Sham gap (spin up / spin down) in eV: 10.050 / 8.243
HOMO energy (spin up / spin down) in eV: -11.968 / -11.228
⟨S²⟩: 8.762

```
! RIJCOSX wB97M-V def2-TZVPD def2/J DEFGRID3
* xyz 1 6
Fe 0.04 1.15 -1.22
O -1.62 0.64 0.19
O 0.90 -0.51 0.11
O -1.06 2.48 -2.07
O -0.51 -0.29 -2.64
O 0.94 2.28 0.45
O 1.68 1.37 -2.28
N -1.16 -2.10 -3.81
N -3.21 0.66 1.72
N 1.65 2.57 2.55
N 2.74 -1.93 0.22
C -3.18 2.03 2.06
C 1.58 -1.38 0.64
C 3.47 -2.99 1.00
C 3.43 -1.43 -0.98
C -2.48 0.04 0.78
C 1.01 1.56 3.31
C 1.59 2.87 1.24
C -4.30 -0.12 2.40
C 2.06 3.65 3.42
C -0.46 -1.48 -2.82
C -1.93 -1.47 -4.82
C -1.06 -3.61 -4.04
H 0.23 2.10 3.85
H -2.00 -0.38 -4.72
H 2.75 4.42 3.08
H -1.72 3.19 -2.16
H 3.80 -2.14 -1.73
H 3.80 -3.82 0.39
H -5.24 0.42 2.33
H -2.19 2.46 1.94
H 2.19 3.79 1.14
H 1.20 -1.88 1.55
H 2.80 -0.74 -1.54
H 0.69 0.67 2.77
H 4.37 -2.66 1.52
H 4.27 -0.94 -0.49
H -2.98 -1.66 -5.04
H -0.49 -3.92 -4.91
H 2.63 1.55 -2.41
H -2.02 -4.09 -4.20
H 2.56 3.24 4.30
H -3.89 2.60 1.45
H -2.75 -1.01 0.60
H 0.17 -2.18 -2.24
H -0.57 -4.08 -3.19
H -1.48 -1.66 -5.79
H -3.57 2.06 3.07
H -4.10 -0.14 3.47
H 1.80 1.25 4.00
H 2.83 -3.44 1.76
H -4.39 -1.12 1.97
H 1.17 4.14 3.82
*
```

Here are the natural (NBO) charges for atoms 1 to 4, given in e: atom 1 (Fe): 1.922, atom 2 (O): -0.698, atom 3 (O): -0.712, atom 4 (O): -1.060